[1]
Molecular formula: C4H9N2
Method: DFT, the ωB97M-V functional and the def2-TZVPD basis

```
15
Properties=species:S:1:pos:R:3:lowdin_charge:R:1
N -1.884 0.149 -0.735 0.071
N 2.865 -0.130 -0.354 0.170
C -2.538 -0.708 0.213 -0.144
C 0.441 0.123 -0.271 0.146
C 1.625 0.594 0.116 -0.155
C -2.920 0.717 -0.014 -0.178
H -3.672 0.917 -0.648 0.084
H -2.720 1.392 0.731 0.100
H -3.178 -1.407 -0.308 0.115
H 3.508 0.559 -0.708 0.156
H 1.667 1.455 0.857 0.138
H 2.661 -0.943 -0.940 0.162
H 3.350 -0.734 0.428 0.223
H -2.165 -0.776 1.223 0.112
H 0.418 -0.631 -0.915 0.001
```

Summary:
HOMO (alpha / beta) = -13.4 / -13.4 eV
LUMO (alpha / beta) = -5.05 / -4.02 eV
Orbital gap (alpha / beta) = 8.4 / 9.4 eV
Charge = +1

=====

[2]
Molecular formula: C4H9N2
Method: DFT, the ωB97M-V functional and the def2-TZVPD basis

```
15
Properties=species:S:1:pos:R:3:lowdin_charge:R:1
N 1.031 0.031 0.836 0.067
N -0.427 1.752 0.078 -0.022
C 0.312 0.679 -0.320 -0.135
C -1.148 2.394 -0.740 0.010
C 0.090 -2.172 -0.106 -0.062
C -0.080 -0.900 0.612 -0.130
H -0.827 -2.779 0.273 0.135
H 0.632 0.416 -1.296 0.141
H 0.030 -2.009 -1.203 0.099
H -1.737 3.269 -0.230 0.125
H 1.016 -2.678 0.090 0.080
H 2.075 -0.151 0.776 0.214
H 1.101 0.594 1.684 0.179
H -0.910 -0.754 1.423 0.186
H -1.157 2.309 -1.876 0.115
```

Summary:
HOMO = -13.9 eV
LUMO = -3.98 eV
SMILES = C=N[C@H]1[NH2+][C@@H]1C
Orbital gap = 9.9 eV
Charge = +1

=====

[3]
Molecular formula: C4H9N2
Method: DFT, the ωB97M-V functional and the def2-TZVPD basis

```
15
Properties=species:S:1:pos:R:3:lowdin_charge:R:1
N -0.487 0.567 -0.108 -0.346
N 0.044 1.897 0.051 0.296
C -1.176 0.149 -1.374 0.028
C 2.268 0.192 0.163 0.031
C 0.937 0.734 -0.101 -0.063
C -1.207 -0.076 1.101 0.034
H -1.614 -1.109 0.996 0.115
H -2.041 0.570 1.402 0.101
H 2.413 -0.832 0.450 0.101
H 2.538 0.913 0.950 0.123
H -0.927 -0.833 -1.657 0.091
H -0.905 0.833 -2.139 0.087
H -2.306 0.322 -1.259 0.142
H 3.096 0.470 -0.508 0.124
H -0.433 0.094 1.973 0.137
```

Summary:
HOMO = -15.6 eV
LUMO = -5.39 eV
SMILES = CC1=N[N+]1(C)C
Orbital gap = 10.2 eV
Charge = +1

=====

[4]
Molecular formula: C4H9N2
Method: DFT, the ωB97M-V functional and the def2-TZVPD basis

```
15
Properties=species:S:1:pos:R:3:lowdin_charge:R:1
N -2.966 -1.578 -0.591 0.008
N -0.657 -0.122 0.209 0.121
C 2.348 1.140 0.432 -0.062
C -0.172 1.060 -0.201 -0.030
C 3.328 0.274 0.526 0.068
C 1.200 1.628 0.010 -0.081
H 3.661 -0.161 1.589 0.144
H -3.406 -1.764 -1.470 0.043
H -1.781 -0.474 0.026 0.140
H -0.982 1.656 -0.547 0.122
H -2.210 -2.299 -0.574 0.062
H -0.094 -0.722 0.869 0.149
H 4.002 0.429 -0.303 0.087
H 1.259 2.731 -0.255 0.138
H -3.531 -1.799 0.281 0.091
```

Summary:
HOMO = -13.9 eV
LUMO = -4.93 eV
Orbital gap = 9.0 eV
Charge = +1

=====

[5]
Molecular formula: C4H9N2
Method: DFT, the ωB97M-V functional and the def2-TZVPD basis

```
15
Properties=species:S:1:pos:R:3:lowdin_spin:R:1
N -1.152 0.237 -0.222 0.352
N -0.802 1.365 -0.124 0.296
C -3.483 -0.487 0.232 0.828
C 2.529 -0.295 -0.211 0.007
C 0.218 0.493 -0.543 0.271
C 1.328 0.243 0.438 0.059
H 0.622 0.550 -1.529 0.002
H -3.168 -1.442 -0.235 0.044
H -3.565 0.558 -0.227 0.042
H -3.747 -0.508 1.352 0.042
H 1.543 1.198 0.860 0.031
H 0.888 -0.453 1.302 0.024
H 3.404 -0.449 0.494 0.000
H 2.380 -1.369 -0.732 0.002
H 3.006 0.360 -0.854 0.001
```

Summary:
HOMO (alpha / beta) = -12.4 / -16.7 eV
LUMO (alpha / beta) = -6.56 / -9.99 eV
Orbital gap (alpha / beta) = 5.9 / 6.7 eV
<S²> = 2.01
2S+1 = 3
Charge = +1

=====

[6]
Molecular formula: C4H9N2O
Method: DFT, the ωB97M-V functional and the def2-TZVPD basis

```
16
Properties=species:S:1:pos:R:3:lowdin_charge:R:1
O -0.278 -1.862 0.274 0.061
N 1.459 -0.010 -0.239 -0.065
N -1.600 0.164 -0.128 0.147
C 1.800 0.723 1.043 -0.025
C -2.675 0.907 -0.627 -0.037
C 1.378 -1.340 -0.217 -0.018
C -0.951 -0.811 0.024 -0.155
H -3.122 0.229 -1.409 0.128
H 1.988 1.769 0.583 0.122
H 2.767 0.206 1.401 0.118
H -2.485 1.792 -1.108 0.065
H 1.170 0.548 -0.996 0.127
H 1.036 0.673 1.880 0.104
H 1.655 -2.100 0.544 0.158
H 1.355 -1.892 -1.163 0.140
H -3.496 1.002 0.140 0.132
```

Summary:
HOMO = -15.2 eV
LUMO = -3.44 eV
Orbital gap = 11.8 eV
Charge = +1

=====

[7]
Molecular formula: C4H9N2O
Method: DFT, the ωB97M-V functional and the def2-TZVPD basis

```
16
Properties=species:S:1:pos:R:3:lowdin_charge:R:1
O -3.675 0.041 0.413 0.139
N -4.163 -2.232 0.181 0.375
N 6.293 0.510 0.052 -0.029
C -0.365 0.397 -1.165 0.103
C -2.123 0.614 0.578 0.073
C -4.065 -1.065 0.258 -0.212
C -1.274 -0.114 -0.383 -0.173
H 7.229 0.921 -0.275 0.047
H 5.709 1.302 -0.234 -0.009
H -4.485 -3.123 0.337 0.111
H -1.227 -1.192 -0.183 0.120
H -0.381 1.461 -1.332 0.087
H -2.137 1.675 0.573 0.121
H 6.142 0.577 1.050 -0.009
H -1.995 0.254 1.675 0.175
H 0.519 -0.027 -1.546 0.081
```

Summary:
HOMO = -12.1 eV
LUMO = -4.97 eV
Orbital gap = 7.1 eV
Charge = +1

=====

[8]
Molecular formula: C4H9N2O
Method: DFT, the ωB97M-V functional and the def2-TZVPD basis

```
16
Properties=species:S:1:pos:R:3:lowdin_charge:R:1
O 2.097 -0.082 -0.153 0.079
N 0.183 -0.604 -1.368 0.085
N -1.193 0.291 1.758 0.083
C -0.634 0.104 0.549 -0.256
C -1.174 -0.303 -0.822 -0.028
C 1.089 -0.856 -0.119 -0.189
C -0.470 1.434 1.201 -0.078
H 0.570 0.245 -1.659 0.145
H -1.842 -1.107 -0.952 0.114
H -1.703 0.517 -1.412 0.162
H 0.296 -1.396 -1.974 0.170
H -0.936 2.556 1.045 0.176
H 1.095 -1.923 -0.073 0.140
H 0.528 1.494 1.596 0.088
H -0.949 -0.040 2.668 0.133
H 3.043 -0.329 -0.286 0.176
```

Summary:
HOMO = -13.0 eV
LUMO = -3.29 eV
Orbital gap = 9.8 eV
Charge = +1

=====

Energy relative to the best compared isomer or geometry (same formula, charge and spin), record by record: 184.6 95.1 128.9 82.3 111.9 84.2 111.0 134.3 kcal/mol
Electronic energy, record by record: -266.80517 -266.94781 -266.89380 -266.96809 -266.74891 -342.22303 -342.18041 -342.14332 hartree